Entry 1:
Formula: C31H52F2IN6O13P2S4
Source: the Open Molecules 2025 dataset
Level of theory: ωB97M-V with the def2-TZVPD basis set

Geometry as XYZ:
```
111
C31H52F2IN6O13P2S4 ωB97M-V with the def2-TZVPD basis set
O 2.81 -2.53 3.38
P 2.55 -1.82 2.14
O 1.95 -2.87 1.07
O 1.43 -0.71 2.40
N 4.07 -1.20 1.56
C 4.33 -1.66 0.23
N 4.66 -2.90 -0.06
C 4.77 -3.91 1.03
C 5.91 -4.95 0.86
C 5.29 -6.34 0.75
I 6.75 -7.90 0.81
P 4.98 -3.38 -1.70
O 4.69 -4.78 -1.90
O 4.14 -2.50 -2.74
O 6.54 -3.12 -1.93
N 4.22 -0.60 -0.58
C 4.01 0.73 0.11
C 2.53 1.14 -0.09
C 1.63 0.13 -0.85
C 1.79 0.17 -2.37
F 1.37 1.42 -2.78
C 5.11 1.62 -0.54
C 4.68 2.35 -1.83
C 4.18 3.78 -1.51
C 3.23 4.36 -2.59
C 1.74 4.37 -2.15
C 1.11 5.79 -2.09
C -0.09 5.81 -1.12
S -1.67 5.45 -1.96
C -2.28 4.08 -1.07
N -2.50 2.91 -1.55
N -2.94 2.12 -0.54
C -3.01 2.85 0.52
O -2.60 4.08 0.24
C 4.38 0.23 1.54
C 3.88 1.09 2.70
C 3.58 2.44 2.50
C 3.19 3.10 3.62
C 3.04 2.51 4.86
N 3.32 1.23 5.04
C 3.74 0.58 3.97
S 6.22 0.22 1.88
O 6.91 -0.46 0.84
O 6.69 1.49 2.27
F 6.27 -0.71 3.14
H 1.03 -2.66 0.87
H 0.82 -0.60 1.65
H 4.93 -3.38 1.98
H 3.83 -4.44 1.17
H 6.62 -4.72 0.06
H 6.48 -4.94 1.80
H 4.63 -6.45 -0.11
H 4.67 -6.49 1.63
H 4.78 -2.04 -3.30
H 6.93 -2.68 -1.15
H 4.85 -0.60 -1.37
H 2.05 1.33 0.87
H 2.43 2.08 -0.64
H 1.67 -0.89 -0.46
H 0.60 0.47 -0.67
H 1.11 -0.57 -2.82
H 2.83 0.00 -2.66
H 5.42 2.40 0.17
H 6.01 1.04 -0.77
H 3.85 1.86 -2.36
H 5.53 2.47 -2.50
H 5.02 4.46 -1.30
H 3.60 3.75 -0.57
H 3.32 3.72 -3.47
H 3.52 5.39 -2.82
H 1.55 3.89 -1.19
H 1.17 3.85 -2.93
H 1.83 6.56 -1.81
H 0.69 6.01 -3.08
H 0.06 5.11 -0.30
H -0.17 6.82 -0.69
H -3.35 2.49 1.48
H 3.68 2.92 1.54
H 2.98 4.17 3.54
H 2.69 3.10 5.69
H 4.00 -0.47 4.11
C -6.79 -0.72 0.77
C -6.85 0.04 -0.56
C -7.39 1.45 -0.25
S -6.91 1.80 1.44
O -8.10 1.91 2.25
O -5.90 2.83 1.45
C -6.14 0.22 1.77
H -6.23 -1.65 0.67
H -7.80 -0.97 1.10
H -5.85 0.11 -0.98
H -7.48 -0.46 -1.29
H -6.96 2.20 -0.91
H -8.47 1.48 -0.30
H -6.30 -0.06 2.81
H -5.07 0.32 1.57
C -10.38 -4.80 -0.94
C -10.50 -3.67 0.08
C -9.23 -2.81 -0.04
S -8.66 -2.99 -1.73
O -7.39 -3.67 -1.72
O -8.85 -1.75 -2.44
C -9.92 -4.15 -2.24
H -11.33 -5.33 -1.07
H -9.64 -5.53 -0.60
H -11.38 -3.06 -0.16
H -10.63 -4.05 1.09
H -9.43 -1.77 0.16
H -8.45 -3.17 0.62
H -9.50 -4.86 -2.95
H -10.73 -3.58 -2.70
```

Values from the calculation:
LUMO level   -0.13156 Ha
Net charge   +1
Strongest force on any atom   3.34 eV/Å
Frontier orbital gap   7.490 eV

Entry 2:
Formula: C31H52GaN2O3P2
Source: the Open Molecules 2025 dataset
Level of theory: ωB97M-V with the def2-TZVPD basis set

Geometry as XYZ:
```
91
C31H52GaN2O3P2 ωB97M-V with the def2-TZVPD basis set
Ga -2.85 1.08 -1.28
C 2.94 1.66 1.34
C 3.02 1.83 -0.06
C 1.53 3.37 0.75
C 2.04 2.64 1.84
C 2.17 2.89 -0.43
C 3.63 0.66 2.17
H 3.96 -0.20 1.57
H 2.96 0.29 2.96
H 4.52 1.08 2.66
C 1.82 2.86 3.29
H 1.18 2.05 3.69
H 1.33 3.82 3.48
H 2.77 2.84 3.85
C 0.57 4.50 0.84
H 1.09 5.46 0.83
H 0.01 4.44 1.78
H -0.15 4.49 0.01
C 2.07 3.46 -1.81
H 2.88 4.18 -2.02
H 1.12 3.98 -1.95
H 2.17 2.65 -2.55
C 3.86 1.02 -0.99
H 4.33 1.65 -1.77
H 3.24 0.27 -1.51
H 4.65 0.49 -0.45
C 1.07 -2.07 0.95
C 2.41 -2.10 0.89
C 3.34 -2.49 -0.22
C 2.70 -2.79 -1.59
C 2.09 -1.64 -2.31
C 0.76 -1.44 -2.43
C -0.17 -1.35 -1.22
C 0.07 -2.42 -0.11
H 3.91 -3.39 0.06
H 1.95 -3.61 -1.52
H 4.08 -1.68 -0.32
H 0.29 -3.42 -0.52
H 0.60 -1.64 1.84
H 2.95 -1.86 1.80
H -0.88 -2.51 0.42
H -0.08 -0.31 -0.80
H 0.40 -0.91 -3.34
H -1.22 -1.45 -1.56
H 3.52 -3.15 -2.24
H 2.80 -1.00 -2.85
P -0.64 -3.65 -3.00
C -1.57 -5.17 -2.56
C 0.61 -4.48 -4.07
P -1.51 -1.27 -4.85
C -1.79 -3.02 -4.31
C -0.16 -1.67 -6.07
C -2.89 -1.29 -6.06
H -2.60 -4.91 -2.29
H -1.08 -5.65 -1.71
H -1.57 -5.86 -3.43
H 0.11 -5.25 -4.66
H 1.37 -4.96 -3.42
H 1.13 -3.79 -4.73
H -2.93 -2.23 -6.61
H -2.78 -0.46 -6.77
H -3.83 -1.15 -5.51
H -2.81 -3.09 -3.89
H -1.71 -3.71 -5.18
H -0.21 -0.94 -6.89
H -0.24 -2.68 -6.50
H 0.84 -1.57 -5.62
C -2.67 0.62 6.11
C -2.02 0.47 4.74
C -2.28 1.60 3.72
C -1.79 2.96 4.29
C -2.62 3.47 5.47
C -3.75 1.68 3.35
O -4.67 1.01 3.80
N -3.95 2.62 2.30
C -3.39 2.15 1.11
O -3.87 2.48 -0.03
N -2.35 1.32 1.17
C -1.60 1.25 2.37
O -0.44 0.82 2.34
H -2.21 1.42 6.69
H -2.52 -0.30 6.70
H -3.74 0.80 6.01
H -0.93 0.38 4.85
H -2.37 -0.48 4.29
H -0.74 2.84 4.57
H -1.82 3.72 3.49
H -2.27 3.07 6.43
H -2.55 4.56 5.57
H -3.68 3.20 5.38
H -4.92 2.94 2.24
```

Values from the calculation:
LUMO level (alpha / beta)   -0.22951 / -0.22949 Ha
Net charge   +1
Strongest force on any atom   6.22 eV/Å
Frontier orbital gap (alpha / beta)   3.264 / 3.265 eV

Entry 3:
Formula: C31H52N8OS2V
Source: the Open Molecules 2025 dataset
Level of theory: ωB97M-V with the def2-TZVPD basis set

Geometry as XYZ:
```
95
C31H52N8OS2V ωB97M-V with the def2-TZVPD basis set
V -0.39 0.10 0.08
C -1.74 3.99 -0.02
C -2.00 3.60 -1.47
C -1.34 2.28 -1.86
N -1.72 1.17 -1.00
C -2.98 0.75 -1.04
C -3.93 1.16 -2.00
C -5.29 0.92 -2.07
C -6.13 0.29 -1.16
C -5.73 -0.40 -0.03
C -4.45 -0.75 0.37
C -3.21 -0.38 -0.16
N -2.05 -0.99 0.16
C -2.13 -2.35 0.71
C -1.79 -2.40 2.20
C -0.39 -1.82 2.39
N -0.38 -0.42 1.99
C -0.49 0.50 2.94
C -0.78 0.18 4.28
C -0.85 0.97 5.41
C -0.62 2.34 5.54
C -0.27 3.21 4.54
C -0.08 2.99 3.18
C -0.22 1.82 2.41
N -0.01 1.79 1.08
C 0.61 2.99 0.49
C -0.26 4.24 0.25
H -2.12 3.20 0.64
H -2.31 4.89 0.22
H -1.62 4.38 -2.13
H -3.08 3.54 -1.63
H -0.26 2.38 -1.84
H -1.59 2.04 -2.90
H -3.54 1.77 -2.80
H -5.77 1.34 -2.94
H -7.19 0.33 -1.36
H -6.53 -0.79 0.59
H -4.40 -1.41 1.23
H -1.42 -2.97 0.16
H -3.12 -2.75 0.51
H -1.81 -3.44 2.55
H -2.52 -1.83 2.77
H 0.30 -2.35 1.75
H 0.00 -1.94 3.39
H -1.02 -0.86 4.47
H -1.12 0.45 6.32
H -0.72 2.75 6.54
H -0.12 4.24 4.84
H 0.19 3.87 2.63
H 1.05 2.67 -0.45
H 1.46 3.26 1.13
H 0.17 4.75 -0.61
H -0.16 4.94 1.08
N 0.73 -1.82 -0.51
C 0.38 -2.61 -1.71
C 0.52 -1.62 -2.84
N -0.36 -0.54 -2.41
H 1.62 -1.34 -0.67
H 0.91 -2.43 0.27
H -0.65 -2.96 -1.64
H 1.02 -3.49 -1.85
H 0.30 -2.02 -3.84
H 1.55 -1.26 -2.86
H -1.33 -0.80 -2.53
H -0.20 0.29 -2.98
C 4.48 -2.17 0.10
S 3.92 -1.02 1.34
C 4.11 -2.07 2.78
O 2.44 -0.82 1.15
H 5.54 -2.36 0.25
H 4.32 -1.70 -0.87
H 3.92 -3.11 0.17
H 5.17 -2.30 2.91
H 3.53 -2.98 2.64
H 3.76 -1.51 3.64
C 6.09 2.63 0.37
C 4.66 3.15 0.49
N 3.67 2.22 -0.05
C 3.34 2.06 -1.33
S 2.21 0.83 -1.75
N 3.88 2.86 -2.25
C 3.63 2.78 -3.69
C 4.51 1.75 -4.37
H 6.79 3.36 0.76
H 6.36 2.42 -0.67
H 6.20 1.70 0.93
H 4.54 4.11 -0.01
H 4.40 3.32 1.53
H 3.29 1.52 0.57
H 4.64 3.45 -1.96
H 3.82 3.78 -4.08
H 2.58 2.55 -3.83
H 5.57 2.00 -4.26
H 4.29 1.73 -5.44
H 4.34 0.76 -3.96
```

Values from the calculation:
LUMO level (alpha / beta)   -0.23889 / -0.20721 Ha
⟨S²⟩   0.82
Net charge   +2
Strongest force on any atom   1.33 eV/Å
Frontier orbital gap (alpha / beta)   5.576 / 6.658 eV
2S+1   2

Entry 4:
Formula: C31H52NOOsSi4
Source: the Open Molecules 2025 dataset
Level of theory: ωB97M-V with the def2-TZVPD basis set

Geometry as XYZ:
```
90
C31H52NOOsSi4 ωB97M-V with the def2-TZVPD basis set
C -0.49 1.92 0.31
C 0.34 3.01 0.66
C 1.42 3.04 -0.23
H 0.13 3.72 1.46
C 1.28 1.98 -1.16
C 0.07 1.28 -0.84
H 1.87 1.79 -2.05
C -0.04 -1.00 2.43
C 0.02 0.32 2.88
C 1.41 0.71 2.89
H -0.80 0.87 3.32
C 2.18 -0.41 2.30
C 1.25 -1.44 2.01
H 2.20 3.79 -0.28
H -0.40 0.45 -1.33
H -1.46 1.64 0.70
H 1.52 -2.45 1.68
H 1.88 1.60 3.32
H -0.92 -1.62 2.51
Os 1.40 1.28 0.76
C 3.69 -0.39 2.02
C 4.37 -1.68 2.56
C 4.17 0.88 2.79
H 4.28 -1.74 3.67
H 5.45 -1.60 2.35
H 3.94 -2.59 2.08
H 3.80 0.79 3.83
H 3.71 1.79 2.35
H 5.27 0.96 2.84
C 3.90 -0.34 0.45
C 4.95 0.54 -0.12
H 2.96 0.12 -0.08
H 3.95 -1.36 -0.03
O 5.14 1.54 0.69
N 5.37 0.36 -1.45
C 4.54 1.01 -2.40
H 6.32 0.03 -1.74
C 4.49 2.53 -2.14
C 3.81 3.38 -3.03
H 3.43 2.93 -3.95
C 3.70 4.75 -2.73
H 3.19 5.39 -3.45
C 4.29 5.31 -1.58
H 4.21 6.37 -1.35
C 5.01 4.49 -0.72
H 5.54 4.84 0.18
C 5.15 3.15 -1.08
H 5.82 2.60 -0.44
H 3.54 0.58 -2.24
H 4.80 0.87 -3.46
C -4.07 1.52 -1.90
Si -4.00 -0.35 -2.05
C -5.72 -1.08 -2.09
C -3.07 -0.84 -3.60
Si -2.91 -1.14 -0.17
Si -4.30 -1.04 1.65
C -5.74 -2.22 1.40
C -3.41 -1.53 3.22
C -4.88 0.74 1.75
Si -2.17 -3.27 -0.61
C -3.58 -4.25 -1.37
C -0.73 -3.12 -1.82
C -1.60 -4.11 0.97
H -4.84 1.86 -2.62
H -3.11 1.97 -2.19
H -4.35 1.90 -0.90
H -6.16 -0.74 -3.04
H -5.72 -2.18 -2.07
H -6.35 -0.72 -1.26
H -2.14 -0.27 -3.72
H -2.83 -1.91 -3.67
H -3.74 -0.58 -4.44
H -5.42 -3.26 1.27
H -6.32 -2.14 2.33
H -6.38 -1.94 0.56
H -2.63 -0.80 3.51
H -4.18 -1.53 4.02
H -2.95 -2.53 3.19
H -4.06 1.44 1.97
H -5.40 1.09 0.85
H -5.60 0.76 2.59
H -3.95 -3.83 -2.31
H -3.17 -5.25 -1.56
H -4.43 -4.35 -0.68
H 0.15 -2.64 -1.35
H -0.45 -4.15 -2.10
H -0.96 -2.57 -2.74
H -0.64 -3.71 1.33
H -2.33 -4.06 1.79
H -1.46 -5.17 0.71
```

Values from the calculation:
LUMO level (alpha / beta)   -0.12214 / -0.18942 Ha
⟨S²⟩   6.02
Net charge   +1
Strongest force on any atom   5.76 eV/Å
Frontier orbital gap (alpha / beta)   5.911 / 5.377 eV
2S+1   5

Entry 5:
Formula: C31H52O3P2RhS
Source: the Open Molecules 2025 dataset
Level of theory: ωB97M-V with the def2-TZVPD basis set

Geometry as XYZ:
```
90
C31H52O3P2RhS ωB97M-V with the def2-TZVPD basis set
Rh -0.29 0.15 0.27
C -0.89 -2.13 -0.47
C 0.48 -2.53 -0.30
C -0.21 -1.61 1.70
C -1.37 -1.68 0.82
C 0.89 -2.24 1.01
C -1.77 -2.43 -1.64
H -1.22 -2.27 -2.58
H -2.65 -1.77 -1.63
H -2.14 -3.48 -1.66
C -2.78 -1.57 1.28
H -3.47 -1.64 0.44
H -2.93 -0.59 1.76
H -3.05 -2.34 2.01
C -0.31 -1.24 3.14
H -0.40 -2.11 3.81
H -1.20 -0.62 3.28
H 0.57 -0.66 3.45
C 2.19 -2.62 1.62
H 2.18 -3.67 1.96
H 2.42 -2.00 2.50
H 3.01 -2.54 0.88
C 1.27 -3.28 -1.29
H 1.00 -4.34 -1.26
H 2.33 -3.23 -1.04
H 1.11 -2.90 -2.31
C 1.98 0.87 -2.86
C 1.64 -0.37 -3.21
C 2.52 -1.27 -4.03
C 3.77 -1.86 -3.34
C 4.10 -1.48 -1.92
C 4.42 -0.22 -1.58
C 4.57 0.87 -2.61
C 3.30 1.50 -3.24
H 2.88 -0.75 -4.94
H 4.62 -1.61 -4.00
H 1.90 -2.10 -4.39
H 3.46 1.48 -4.33
H 1.27 1.51 -2.35
H 0.65 -0.76 -2.97
H 3.26 2.56 -2.95
H 5.12 1.69 -2.13
H 4.83 -0.01 -0.59
H 5.19 0.53 -3.45
H 3.68 -2.95 -3.38
H 4.28 -2.32 -1.22
P -1.84 1.25 -1.32
C -3.64 0.97 -1.01
H -4.27 1.62 -1.63
H -3.90 1.15 0.04
H -3.91 -0.06 -1.27
C -1.55 3.07 -1.39
H -2.34 3.60 -1.95
H -0.60 3.27 -1.89
H -1.52 3.46 -0.36
C -1.59 0.75 -3.05
H -0.59 1.07 -3.40
H -2.33 1.20 -3.73
H -1.66 -0.33 -3.17
P 1.38 1.59 1.33
C 2.86 0.65 1.83
H 3.69 1.35 1.99
H 3.13 -0.05 1.02
H 2.69 0.09 2.76
C 2.13 2.77 0.16
H 2.93 2.24 -0.38
H 2.61 3.60 0.69
H 1.38 3.16 -0.54
C 1.01 2.61 2.84
H 1.93 3.12 3.19
H 0.62 1.97 3.65
H 0.27 3.39 2.60
C -7.90 0.94 5.15
C -6.58 1.00 4.46
C -5.43 1.39 5.16
C -4.21 1.61 4.50
C -4.07 1.39 3.11
C -5.21 0.91 2.42
C -6.42 0.65 3.10
S -2.47 2.22 2.40
O -2.98 3.50 1.91
O -1.70 2.16 3.63
O -1.60 1.74 1.22
H -7.84 0.25 5.99
H -8.24 1.90 5.53
H -8.67 0.56 4.48
H -5.52 1.58 6.24
H -3.34 1.94 5.07
H -5.15 0.67 1.36
H -7.30 0.24 2.59
```

Values from the calculation:
LUMO level (alpha / beta)   -0.06315 / -0.18321 Ha
⟨S²⟩   6.02
Net charge   +1
Strongest force on any atom   2.32 eV/Å
Frontier orbital gap (alpha / beta)   8.214 / 6.011 eV
2S+1   5

Which formula does entry 5 have?
C31H52O3P2RhS